{"formula": "C27H42Br2MnN4O6P2S", "method": "wB97M-V/def2-TZVPD", "symbols": ["Mn", "Br", "C", "C", "C", "N", "C", "C", "C", "C", "C", "Br", "C", "C", "N", "H", "H", "H", "H", "H", "H", "C", "C", "C", "O", "P", "O", "C", "P", "O", "O", "C", "C", "C", "O", "C", "C", "C", "O", "C", "C", "C", "H", "H", "H", "H", "H", "H", "H", "H", "H", "H", "H", "H", "H", "H", "H", "H", "H", "H", "H", "H", "H", "H", "H", "H", "H", "H", "H", "H", "H", "H", "C", "N", "C", "C", "N", "C", "S", "H", "H", "H", "H", "H", "H"], "xyz": [[-0.0626, -1.0445, 1.0297], [-1.2522, -2.0264, 7.4045], [-0.8867, -1.7398, 5.6151], [-0.1940, -0.6047, 5.2085], [0.0649, -0.4408, 3.8706], [-0.3351, -1.3388, 2.9568], [-1.0358, -2.4285, 3.3383], [-1.3126, -2.6625, 4.6614], [-1.4693, -3.2876, 2.2153], [-2.2879, -4.3820, 2.3380], [-2.6620, -5.0730, 1.1857], [-3.7811, -6.5416, 1.3136], [-2.1985, -4.6435, -0.0504], [-1.3821, -3.5368, -0.0930], [-1.0196, -2.8745, 1.0131], [0.1379, 0.1357, 5.9227], [0.6048, 0.4200, 3.5038], [-1.8569, -3.5446, 4.9672], [-2.6517, -4.7065, 3.3029], [-2.4713, -5.1586, -0.9611], [-0.9937, -3.1620, -1.0305], [3.3052, 0.6578, -3.6733], [2.5777, -0.2524, -2.7155], [2.9209, -1.7149, -2.8684], [1.1245, -0.1015, -3.0092], [-0.0314, 0.0712, -2.0108], [-0.0268, -0.9339, -0.8624], [0.0814, 1.6927, -1.2414], [-1.0785, 1.8645, 0.1322], [-0.8463, 0.7648, 1.1542], [-0.8621, 3.2180, 0.8386], [-0.8882, 4.5489, 0.1424], [0.5383, 5.0345, 0.0647], [-1.7903, 5.4625, 0.9301], [-2.4384, 1.7698, -0.5976], [-3.7738, 1.3778, -0.0495], [-3.9873, 1.8704, 1.3632], [-3.9010, -0.1207, -0.1927], [-1.3425, -0.1031, -2.7870], [-1.7445, 0.3126, -4.1787], [-1.3528, 1.7488, -4.4384], [-1.1989, -0.6762, -5.1773], [4.3822, 0.5399, -3.5446], [3.0476, 1.7057, -3.5090], [3.0576, 0.3946, -4.7039], [2.7363, 0.0640, -1.6825], [2.7019, -2.0517, -3.8835], [2.3528, -2.3284, -2.1658], [3.9857, -1.8627, -2.6816], [-0.0953, 2.4739, -1.9843], [1.0951, 1.7984, -0.8406], [-1.2974, 4.3873, -0.8575], [0.9376, 5.1886, 1.0679], [0.5694, 5.9844, -0.4687], [1.1802, 4.3263, -0.4645], [-1.4523, 5.5262, 1.9651], [-2.8256, 5.1297, 0.9116], [-1.7527, 6.4606, 0.4926], [-4.4594, 1.8759, -0.7268], [-3.2791, 1.4104, 2.0571], [-4.9955, 1.6025, 1.6776], [-3.8935, 2.9502, 1.4308], [-3.2115, -0.6294, 0.4861], [-3.6955, -0.4374, -1.2164], [-4.9169, -0.4183, 0.0658], [-2.8244, 0.2259, -4.1209], [-0.2654, 1.8680, -4.4533], [-1.7976, 2.4240, -3.7037], [-1.7243, 2.0394, -5.4208], [-0.1150, -0.5966, -5.2676], [-1.6419, -0.4622, -6.1502], [-1.4640, -1.6982, -4.9034], [5.2993, 0.5210, 1.4866], [4.8701, -0.8528, 1.7731], [5.7087, -1.8842, 2.1867], [4.9476, -2.9760, 2.3561], [3.6509, -2.5919, 2.0450], [3.6131, -1.3006, 1.6906], [2.2743, -0.3182, 1.2282], [6.3843, 0.5488, 1.4894], [4.9178, 1.2015, 2.2447], [4.9333, 0.8256, 0.5101], [6.7678, -1.7444, 2.3275], [5.2062, -3.9750, 2.6616], [2.8475, -3.1954, 2.0601]], "lumo_energy_ev": [-9.99, -9.16], "charge": 3, "spin_multiplicity": 5, "homo_lumo_gap_ev": [6.27, 7.12], "s_squared": 6.0544}



{"formula": "C27H42BrO3P", "method": "wB97M-V/def2-TZVPD", "symbols": ["C", "C", "C", "C", "C", "C", "C", "C", "C", "C", "C", "C", "C", "C", "C", "C", "Br", "C", "C", "C", "C", "O", "C", "C", "P", "C", "C", "C", "C", "C", "O", "H", "H", "H", "H", "H", "H", "H", "H", "H", "H", "H", "H", "H", "H", "H", "H", "H", "H", "H", "H", "H", "H", "H", "H", "H", "H", "H", "H", "H", "H", "H", "H", "H", "H", "H", "H", "H", "H", "H", "H", "O", "H", "H"], "xyz": [[0.2883, 5.9752, -0.4160], [1.2706, 6.1308, -1.6736], [0.5471, 6.0195, -3.1132], [-0.8588, 5.2455, -3.0830], [-1.3510, 4.9882, -4.5880], [-0.5900, 3.8009, -5.3581], [-0.0569, 2.6157, -4.4182], [-1.2255, 1.6179, -3.9279], [-0.5425, 0.5798, -2.8757], [-1.6526, -0.5415, -2.4619], [-1.0270, -2.0402, -2.6465], [-1.8397, -3.0561, -1.7001], [-0.9523, -4.2527, -1.0849], [0.4182, -3.7777, -0.4226], [1.7704, -3.8665, -1.2217], [3.1013, -3.3982, -0.5764], [4.7826, -3.5665, -1.6162], [3.1957, -2.7784, 0.8672], [1.8589, -2.6941, 1.6475], [0.5001, -3.2032, 1.0275], [-0.7801, -3.0809, 2.0011], [-1.9324, -2.8729, 1.5548], [-0.4376, -3.2181, 3.5749], [0.7749, -2.7627, 4.1465], [1.3169, -2.9081, 5.9421], [-0.1122, -2.7740, 7.1669], [-1.3037, -3.8391, 6.9721], [2.4311, -4.4035, 6.2611], [2.0839, -5.2303, 7.6055], [1.8323, -2.0703, 3.1354], [2.5738, -1.1385, 3.5177], [0.0209, 4.8692, -0.2960], [-0.6326, 6.6567, -0.4564], [0.8657, 6.2916, 0.5360], [1.7162, 7.1914, -1.6138], [2.1820, 5.4201, -1.6244], [1.2611, 5.5899, -3.8950], [0.3121, 7.1040, -3.4355], [-0.8684, 4.3112, -2.4270], [-1.6204, 5.9773, -2.6152], [-2.4934, 4.8803, -4.5836], [-1.1375, 5.9624, -5.1718], [-1.3665, 3.3265, -6.0734], [0.2697, 4.1530, -6.0340], [0.5542, 2.9543, -3.5154], [0.6575, 1.9659, -5.0589], [-1.5919, 1.0419, -4.8471], [-2.1255, 2.1628, -3.4859], [0.3085, 0.0623, -3.4352], [-0.1706, 1.1164, -1.9282], [-2.5056, -0.4145, -3.2256], [-2.0236, -0.3831, -1.3807], [0.0821, -1.9360, -2.3953], [-1.2149, -2.3389, -3.7389], [-2.6506, -3.5448, -2.3593], [-2.3914, -2.4488, -0.8990], [-0.7079, -5.0013, -1.9325], [-1.6089, -4.8004, -0.3307], [1.8321, -4.2825, -2.2820], [4.1831, -2.4217, 1.3056], [-1.2113, -3.7443, 4.2192], [0.3397, -2.9856, 8.2126], [-0.5175, -1.6943, 7.2439], [-0.9656, -4.7969, 6.4464], [-2.0673, -3.3436, 6.2553], [-1.8916, -4.0433, 7.9467], [2.5364, -5.1084, 5.3489], [3.4966, -3.9828, 6.4232], [2.6180, -4.7796, 8.5209], [2.5127, -6.2970, 7.4965], [0.9664, -5.3511, 7.8007], [-2.6902, 7.7594, -4.0894], [-2.7709, 7.9228, -5.0372], [-3.5751, 7.4792, -3.8247]], "lumo_energy_ev": -1.24, "charge": 0, "homo_lumo_gap_ev": 6.51, "smiles": "CCCCCCCCCCCCCc1cc(Br)cc2c1C(=O)C=C(P(CC)CC)C2=O.O"}



{"formula": "C27H42F4N9O3", "method": "wB97M-V/def2-TZVPD", "symbols": ["C", "C", "C", "C", "N", "C", "C", "C", "C", "F", "C", "O", "C", "F", "F", "F", "C", "O", "O", "H", "H", "H", "H", "H", "H", "H", "H", "H", "H", "H", "H", "H", "H", "H", "H", "H", "H", "C", "C", "N", "H", "H", "H", "C", "C", "N", "H", "H", "H", "C", "C", "N", "H", "H", "H", "C", "C", "N", "H", "H", "H", "C", "C", "N", "H", "H", "H", "C", "C", "N", "H", "H", "H", "C", "C", "N", "H", "H", "H", "C", "C", "N", "H", "H", "H"], "xyz": [[4.7964, 1.7109, 1.8886], [4.4247, 2.9326, 0.8379], [3.7474, 2.4219, -0.5659], [2.5115, 1.3362, -0.3671], [1.2014, 1.7788, -0.9789], [0.0891, 1.9151, 0.0365], [-1.1884, 2.6232, -0.7784], [-2.4478, 3.0020, 0.2226], [-2.6088, 4.6086, 0.5258], [-3.3440, 4.7073, 1.8396], [-0.3965, 0.4022, 0.4388], [0.1974, -0.1393, 1.6709], [-0.8393, -1.0748, 2.2201], [-1.3086, -2.0636, 1.1885], [-0.2849, -1.9209, 3.3400], [-1.9870, -0.3214, 2.8483], [0.4159, 2.9034, 1.3025], [-0.0112, 2.7595, 2.5608], [1.2343, 4.1274, 1.0277], [5.6246, 2.0852, 2.6552], [3.8189, 1.5537, 2.5514], [5.0893, 0.7284, 1.3231], [3.7762, 3.7033, 1.4436], [5.4355, 3.4901, 0.5466], [4.6118, 1.9824, -1.2598], [3.3070, 3.3642, -1.1500], [2.8502, 0.3674, -0.9774], [2.3628, 0.9794, 0.7375], [1.2976, 2.6130, -1.5984], [-0.7540, 3.6629, -1.1610], [-1.5174, 1.9902, -1.7123], [-2.3466, 2.4773, 1.2899], [-3.4119, 2.5116, -0.2825], [-3.3264, 5.0670, -0.2798], [-1.5696, 5.1514, 0.5813], [-0.0268, -0.3105, -0.4447], [-1.5739, 0.3587, 0.4033], [5.0262, -3.0450, 1.9356], [5.2151, -1.9265, 0.9967], [5.3644, -1.0427, 0.2550], [4.6578, -3.9422, 1.4270], [5.9625, -3.3172, 2.4342], [4.3026, -2.7974, 2.7195], [-0.1228, -1.8348, -3.9592], [-0.6998, -0.9177, -2.9621], [-1.1556, -0.1931, -2.1742], [0.9414, -1.6358, -4.1238], [-0.2118, -2.8805, -3.6463], [-0.6228, -1.7439, -4.9294], [3.1258, 4.4347, 4.6618], [4.5367, 4.0809, 4.8910], [5.6514, 3.8014, 5.0721], [2.4520, 3.8309, 5.2790], [2.9283, 5.4852, 4.8998], [2.8343, 4.2794, 3.6176], [-2.1738, -6.1495, -3.4264], [-1.9849, -5.0310, -4.3653], [-1.8356, -4.1473, -5.1070], [-2.5422, -7.0467, -3.9350], [-1.2375, -6.4218, -2.9278], [-2.8974, -5.9019, -2.6425], [-3.6085, 1.2866, -4.7798], [-2.7033, 2.4348, -4.6050], [-1.9881, 3.3419, -4.4669], [-3.0662, 0.3357, -4.7490], [-4.3713, 1.2497, -3.9948], [-4.1341, 1.3284, -5.7397], [-5.2932, 6.8295, 3.2352], [-6.7524, 7.0052, 3.3242], [-7.9053, 7.1441, 3.3945], [-4.7849, 7.7734, 3.0115], [-4.8734, 6.4503, 4.1730], [-5.0185, 6.1197, 2.4477], [0.3638, -9.5416, -2.1741], [-0.7630, -9.1441, -3.0346], [-1.6533, -8.8300, -3.7144], [0.9771, -8.6808, -1.8873], [0.0189, -10.0156, -1.2490], [1.0243, -10.2562, -2.6767], [-2.1868, -5.5172, 1.4864], [-1.0226, -6.1024, 0.8007], [-0.1027, -6.5648, 0.2589], [-2.8551, -6.2902, 1.8801], [-1.8851, -4.8893, 2.3315], [-2.7797, -4.8894, 0.8127]], "lumo_energy_ev": 1.55, "charge": -1, "homo_lumo_gap_ev": 6.01}



Question: Number 1 is which compound?
Answer: C27H42Br2MnN4O6P2S



Question: Which of these has the lowest charge?
Answer: C27H42F4N9O3